(1)
{"formula": "C20H33O7S4", "method": "ωB97M-V/def2-TZVPD", "species": ["S", "S", "S", "S", "O", "O", "O", "O", "O", "O", "O", "C", "C", "C", "C", "C", "C", "C", "C", "C", "C", "C", "C", "C", "C", "C", "C", "C", "C", "C", "C", "H", "H", "H", "H", "H", "H", "H", "H", "H", "H", "H", "H", "H", "H", "H", "H", "H", "H", "H", "H", "H", "H", "H", "H", "H", "H", "H", "H", "H", "H", "H", "H", "H"], "coordinates": [[2.7140, 0.3020, -3.7158], [-0.9619, 2.0265, 0.8019], [-0.3713, 1.5869, 4.9152], [0.7652, -3.2990, -2.8501], [-1.3517, 2.2274, 8.2159], [2.0002, -2.6309, -3.1804], [-1.4811, 3.3567, 1.0130], [-1.1764, 0.9535, 1.7679], [2.4997, -0.7595, -2.7619], [-0.5211, -2.6740, -3.0573], [2.1982, 1.6398, -3.5135], [0.7870, 2.1459, 0.4319], [0.8668, -5.9345, -2.4630], [-5.1617, 0.4949, 6.1918], [0.7403, -4.9258, -3.6084], [-5.5345, 3.0513, 6.1314], [0.9526, 1.6608, -1.0122], [-1.7984, 2.4016, 7.1251], [-3.2904, 2.0834, 6.7426], [-0.9359, 3.0217, 5.9252], [4.6213, -0.0685, -5.5373], [-4.1441, 3.2670, 6.5164], [3.3053, 0.2201, -6.2657], [2.2004, -0.2588, -5.3308], [-1.4667, 1.4637, -0.8132], [-5.9885, 1.6733, 5.9727], [0.8515, -3.8743, -1.1608], [0.2726, -5.2839, -1.2109], [-0.3594, 1.9464, -1.7433], [4.4625, 0.4177, -4.0940], [-3.7556, 0.7033, 6.5938], [-0.7022, 1.8256, 3.5716], [-6.1565, 3.9586, 5.9466], [5.0230, -0.2020, -3.3957], [0.3656, -6.8720, -2.7074], [3.2583, -0.2838, -7.2317], [-0.4008, 1.4435, -2.7085], [-3.0442, -0.1410, 6.7722], [-0.4593, 3.0217, -1.9174], [-1.5117, 0.3731, -0.7881], [1.2227, 0.1546, -5.5734], [1.0833, 3.1898, 0.5405], [-0.2071, -5.0370, -4.1368], [1.3477, 1.5258, 1.1318], [1.1461, 0.5850, -1.0203], [4.8126, -1.1451, -5.5441], [2.1521, -1.3484, -5.3038], [1.7948, 2.1466, -1.4944], [1.9219, -6.1630, -2.2883], [0.5134, -5.8476, -0.3087], [-5.5067, -0.5573, 6.0467], [1.5685, -5.0075, -4.3106], [4.7618, 1.4608, -3.9883], [-7.0571, 1.5237, 5.6645], [-1.6422, 3.6158, 5.2742], [-3.7116, 4.2865, 6.6553], [-2.4451, 1.8742, -1.0587], [3.2082, 1.2956, -6.4401], [1.9027, -3.8904, -0.8685], [0.2915, -3.2027, -0.5116], [-0.8165, -5.2380, -1.3006], [1.0024, 1.5997, 5.0171], [5.4676, 0.4170, -6.0252], [-0.1225, 3.7033, 6.2758]], "mulliken_charge": [1.38, 1.19, -0.06, 1.29, -0.43, -0.60, -0.68, -0.74, -0.63, -0.77, -0.76, -0.69, -0.61, -0.57, -0.70, -0.60, -0.39, 0.07, 0.49, -0.50, -0.60, -0.25, -0.66, -0.68, -0.68, -0.31, -0.73, -0.60, -0.61, -0.82, -0.17, 0.32, 0.36, 0.35, 0.32, 0.36, 0.32, 0.37, 0.31, 0.35, 0.48, 0.44, 0.39, 0.40, -0.02, 0.30, 0.25, 0.49, 0.30, 0.35, 0.36, 0.31, 0.37, 0.33, 0.37, 0.36, 0.44, 0.29, 0.36, 0.39, 0.30, 0.30, 0.33, 0.47], "charge": 1, "homo_ev": -11.2, "orbital_gap_ev": 7.9, "total_energy_ev": -78937.625, "mol_weight_g_mol": 513.7, "e_lumo_ev": -3.32}

***

(2)
{"formula": "BH22O9", "method": "ωB97M-V/def2-TZVPD", "species": ["O", "O", "O", "O", "O", "O", "O", "O", "O", "B", "H", "H", "H", "H", "H", "H", "H", "H", "H", "H", "H", "H", "H", "H", "H", "H", "H", "H", "H", "H", "H", "H"], "coordinates": [[-2.4634, -1.3815, -1.0893], [0.4007, 0.9413, -3.1580], [-2.3657, 0.3532, 1.9307], [0.9030, -2.9178, -0.2581], [2.7399, 1.5692, -1.1617], [2.3605, -1.1857, -2.9072], [1.2874, 1.0655, 3.1455], [-1.7068, -1.8125, 3.5885], [-0.2764, 2.9522, 0.8240], [0.0989, 0.0560, -0.0911], [2.0398, 0.4679, 3.1849], [0.0325, 0.4215, -2.4207], [-1.7801, 0.0570, 1.2066], [0.8741, 0.8739, 2.2894], [0.4760, -0.4605, -1.0485], [0.5502, 3.2289, 0.4145], [-0.3049, -0.8243, 0.5396], [-2.2805, -1.6876, 4.3485], [0.6197, -2.0352, 0.0703], [-2.0746, -1.2204, 2.9058], [0.9615, 0.5918, 0.4451], [0.3766, 1.8496, -2.8395], [0.4010, -3.0420, -1.0683], [1.5717, -1.6224, -2.5727], [-0.4544, 2.0691, 0.4376], [-1.7404, -0.9826, -0.5687], [2.1219, 1.1247, -0.5579], [-3.1374, -0.6974, -1.1334], [2.5619, 1.1568, -2.0131], [2.0264, -0.5279, -3.5294], [-0.7686, 0.7523, -0.4061], [-3.0505, 0.8670, 1.4926]], "mulliken_charge": [-0.69, -0.70, -0.78, -0.71, -0.71, -0.64, -0.69, -0.64, -0.71, 0.50, 0.29, 0.26, 0.37, 0.46, -0.32, 0.33, -0.15, 0.28, 0.23, 0.36, -0.38, 0.34, 0.30, 0.27, 0.35, 0.49, 0.08, 0.32, 0.31, 0.32, 0.01, 0.27], "charge": -1, "homo_ev": -7.6, "orbital_gap_ev": 10.4, "total_energy_ev": -19462.202, "mol_weight_g_mol": 177.0, "de_lowest_kj_mol": 50.75, "e_lumo_ev": 2.80}

***

(3)
{"formula": "C15H21IN2O2PS", "method": "ωB97M-V/def2-TZVPD", "species": ["I", "S", "P", "O", "O", "N", "N", "C", "C", "C", "C", "C", "C", "C", "C", "C", "C", "C", "C", "C", "C", "C", "H", "H", "H", "H", "H", "H", "H", "H", "H", "H", "H", "H", "H", "H", "H", "H", "H", "H", "H", "H", "H"], "coordinates": [[-1.9405, -2.4207, 0.7881], [0.5164, 0.4230, -1.9356], [-0.2625, -2.5583, -1.9313], [3.4085, -2.8187, 0.9595], [-1.0803, -2.2462, -3.1132], [0.7647, -1.0894, 0.1051], [2.7199, 0.1504, -0.2575], [1.3408, -1.7179, 1.2943], [-0.5829, -1.3673, -0.4794], [-1.0061, 0.0057, -0.9724], [-4.4960, -0.1317, -0.3257], [-3.3927, 0.6541, -0.6329], [-4.1805, 2.2935, 0.9661], [-3.2504, 1.8798, 0.0212], [5.1889, 1.1280, 1.0413], [-2.3544, 0.2176, -1.6428], [1.4451, -0.2151, -0.5931], [2.2319, -2.9109, 0.9427], [-5.4330, 0.2796, 0.6168], [-5.2782, 1.4980, 1.2744], [4.2147, 2.0141, 0.2447], [2.7889, 1.5120, 0.3452], [3.3494, 0.0704, -1.0505], [4.4910, 1.9779, -0.8097], [-2.4036, 2.5183, -0.1980], [-4.0657, 3.2342, 1.4812], [2.5128, 1.4289, 1.3952], [1.9374, -0.9950, 1.8318], [1.7340, -3.8617, 0.7010], [-2.6775, -0.6476, -2.2082], [-4.6364, -1.0849, -0.8161], [1.1338, -2.5015, -2.1378], [5.6483, 0.3892, 0.3970], [-2.2336, 1.0592, -2.3208], [-6.2977, -0.3181, 0.8572], [-0.5031, -3.8466, -1.4230], [4.2865, 3.0538, 0.5372], [0.5563, -2.0569, 1.9629], [-6.0062, 1.7985, 2.0075], [-0.9045, 0.6572, -0.1076], [5.9756, 1.7434, 1.4586], [2.0722, 2.1946, -0.1103], [4.6688, 0.6071, 1.8370]], "mulliken_charge": [0.30, -0.04, 0.51, -0.38, -0.61, 0.16, 0.02, -0.65, -0.43, -0.33, -0.31, 0.53, -0.71, -0.37, -0.99, -0.97, -0.08, 0.00, -0.66, -0.48, -0.68, -0.53, 0.33, 0.37, 0.39, 0.40, 0.31, 0.24, 0.37, 0.51, 0.48, 0.08, 0.30, 0.46, 0.40, 0.11, 0.39, 0.42, 0.41, 0.73, 0.35, 0.36, 0.26], "charge": 1, "homo_ev": -11.9, "orbital_gap_ev": 7.6, "total_energy_ev": -51187.992, "mol_weight_g_mol": 451.3, "e_lumo_ev": -4.32}

***

(4)
{"formula": "C24H33N2Tc", "method": "ωB97M-V/def2-TZVPD", "species": ["Tc", "N", "N", "C", "C", "C", "C", "C", "C", "C", "C", "C", "C", "C", "C", "C", "C", "C", "C", "C", "C", "C", "C", "C", "C", "C", "C", "H", "H", "H", "H", "H", "H", "H", "H", "H", "H", "H", "H", "H", "H", "H", "H", "H", "H", "H", "H", "H", "H", "H", "H", "H", "H", "H", "H", "H", "H", "H", "H", "H"], "coordinates": [[-0.2080, -0.1558, -0.1436], [0.1930, 1.5861, 0.9315], [0.7668, 2.8562, 2.6288], [-1.7840, -1.3050, -1.0877], [-0.0635, 2.9337, 0.5873], [-3.1411, 0.9325, -1.2293], [1.3857, 0.8871, -2.1859], [-2.0212, -1.7630, -2.4919], [3.2545, -4.2242, 1.0239], [2.0713, 0.0995, -3.1310], [2.2708, -2.5548, 2.5338], [-1.4034, -1.3433, 1.1999], [2.9377, -3.8438, 2.3377], [3.6194, 0.1028, -2.7173], [-2.8069, 0.7536, 1.8769], [-0.0725, 0.8192, -1.9785], [0.3056, 3.7149, 1.6270], [1.5804, -1.4417, -3.1461], [-1.0069, -1.7548, 2.5676], [-0.5243, -3.3906, -0.1588], [3.2004, -1.8109, 0.6038], [1.9822, -1.7200, 1.4694], [0.6724, 1.5778, 2.1878], [-2.1297, -0.1445, 0.8944], [-1.2028, -2.0726, -0.0284], [3.3499, -3.1262, 0.1220], [-2.3212, -0.0967, -0.5217], [-0.1411, -3.5438, -1.1739], [-0.5174, 1.8288, -1.9103], [-3.8275, 0.3977, 2.0910], [4.0397, -0.9129, -2.5727], [-2.8795, 0.9894, -2.2893], [1.1206, 3.1134, 3.5383], [-0.4806, 3.2237, -0.3719], [-3.0183, -2.2215, -2.5790], [0.9966, -1.6387, -4.0532], [0.2936, 4.7886, 1.7358], [0.9731, 0.7070, 2.7616], [-2.8912, 1.7738, 1.4851], [2.1623, -2.0839, 3.5152], [-4.2147, 0.7066, -1.1583], [3.7269, -1.2308, -0.1496], [3.2688, -4.4202, 3.2026], [2.4477, -2.1382, -3.0557], [-0.6225, -0.8929, 3.1271], [0.9862, -1.7680, -2.2295], [-1.9878, -0.9300, -3.2015], [3.5626, -3.0770, -0.9823], [3.6557, -5.1848, 0.6329], [0.3244, -3.4285, 0.5281], [-0.2078, -2.4910, 2.5150], [-2.9895, 1.9246, -0.7891], [1.9133, 1.5606, -1.4720], [-1.2798, -2.5107, -2.7897], [-1.2151, -4.2088, 0.0847], [3.8083, 0.5822, -1.7248], [-2.2603, 0.7750, 2.8245], [4.1711, 0.6287, -3.4975], [-0.5089, 0.2762, -2.8337], [-1.8608, -2.1701, 3.1229]], "mulliken_charge": [0.06, 0.91, -0.06, 1.20, -0.63, -1.65, -0.54, -1.50, -0.64, 0.40, -0.22, 0.23, -0.60, -1.14, -1.57, -0.65, -0.69, -0.87, -1.60, -1.24, -0.67, 0.35, -0.58, 0.45, 1.03, -0.14, 0.42, 0.30, 0.41, 0.33, 0.31, 0.35, 0.23, 0.40, 0.34, 0.35, 0.42, 0.28, 0.37, 0.49, 0.31, 0.32, 0.42, 0.39, 0.33, -0.05, 0.41, 0.27, 0.46, 0.04, 0.37, 0.40, 0.30, 0.28, 0.34, 0.24, 0.36, 0.37, 0.49, 0.31], "charge": 1, "spin_multiplicity": 4, "homo_ev": [-9.9, -10.6], "orbital_gap_ev": [7.1, 6.0], "total_energy_ev": -30588.408, "mol_weight_g_mol": 447.5, "de_lowest_kj_mol": 0.00, "e_lumo_ev": [-2.89, -4.54]}

***

(5)
{"formula": "C12H38O7", "method": "ωB97M-V/def2-TZVPD", "species": ["O", "O", "O", "O", "O", "O", "O", "C", "C", "C", "C", "C", "C", "C", "C", "C", "C", "C", "C", "H", "H", "H", "H", "H", "H", "H", "H", "H", "H", "H", "H", "H", "H", "H", "H", "H", "H", "H", "H", "H", "H", "H", "H", "H", "H", "H", "H", "H", "H", "H", "H", "H", "H", "H", "H", "H", "H"], "coordinates": [[-16.4190, -22.1951, 17.5209], [-16.7599, -18.1693, 18.0975], [-15.2458, -19.8690, 16.5346], [-14.8873, -20.3141, 13.3934], [-12.2470, -19.9609, 12.3686], [-14.9082, -20.8894, 22.8567], [-12.7638, -20.7558, 18.0268], [-11.9948, -18.6520, 12.6524], [-19.0051, -17.4717, 18.3872], [-15.1672, -20.1801, 21.6543], [-17.1693, -20.6092, 12.9775], [-15.8311, -20.0825, 12.3666], [-10.5706, -18.3390, 12.2160], [-18.0528, -18.2517, 17.4619], [-12.2438, -18.4801, 14.1238], [-15.6867, -18.6688, 11.8705], [-15.7263, -21.3220, 20.7807], [-13.9286, -19.4173, 21.1365], [-17.8061, -17.5338, 16.0880], [-15.4046, -20.7084, 11.5827], [-12.1787, -17.4178, 14.3593], [-11.4336, -20.4659, 12.2990], [-18.5839, -16.5201, 18.7115], [-16.8027, -21.4788, 20.8505], [-19.1862, -18.0720, 19.2788], [-19.8673, -17.2279, 17.7666], [-12.6259, -19.9894, 18.5832], [-16.2747, -18.8156, 17.5794], [-17.2858, -16.5765, 16.1174], [-17.6859, -19.7983, 13.4910], [-14.4402, -21.7175, 22.7264], [-13.2661, -18.7198, 14.4161], [-18.2402, -19.3201, 17.3543], [-10.3380, -18.6089, 11.1859], [-14.0448, -19.9736, 13.0835], [-15.6423, -21.0494, 19.7287], [-9.7165, -18.6623, 12.8110], [-17.1393, -21.4094, 13.7170], [-15.8586, -17.8662, 12.5876], [-15.8082, -22.9045, 17.7205], [-16.3725, -18.4966, 11.0410], [-17.7877, -20.9706, 12.1559], [-15.9173, -19.4632, 21.9882], [-17.1512, -18.1182, 15.4417], [-10.5368, -17.2496, 12.2010], [-13.4713, -20.4989, 17.4354], [-17.2418, -22.4651, 17.9286], [-12.7346, -18.1469, 12.0314], [-18.7618, -17.4426, 15.5719], [-15.4880, -19.8199, 15.6099], [-13.2102, -20.1182, 20.7112], [-14.3405, -18.7462, 20.3828], [-15.3067, -22.3223, 20.8875], [-13.5270, -18.8078, 21.9460], [-11.5573, -19.0317, 14.7662], [-14.6679, -18.4301, 11.5655], [-15.5365, -20.7374, 16.8131]], "mulliken_charge": [1.01, -0.47, -1.59, -0.28, -0.55, -0.56, -0.51, 1.07, -1.48, 0.54, -1.58, 0.80, -1.71, 0.10, -1.03, -1.34, -1.32, -1.05, -0.77, 0.35, 0.34, 0.32, 0.32, 0.32, 0.35, 0.40, 0.30, 0.34, 0.28, 0.19, 0.33, 0.19, 0.51, 0.43, 0.01, 0.10, 0.40, 0.39, 0.22, -0.08, 0.44, 0.48, 0.24, -0.16, 0.42, 0.31, -0.47, -0.08, 0.43, 0.25, 0.11, 0.27, 0.39, 0.36, 0.27, 0.24, 0.22], "charge": -1, "spin_multiplicity": 2, "homo_ev": [0.5, -6.8], "orbital_gap_ev": [1.9, 9.1], "total_energy_ev": -27390.890, "mol_weight_g_mol": 294.4, "de_lowest_kj_mol": 35.15, "e_lumo_ev": [2.40, 2.34]}